Here is a cluster of 2 separate species, C9H16N3O in total from the Open Molecules 2025 dataset. Energies are from ωB97M-V/def2-TZVPD.

```
29
Properties=species:S:1:pos:R:3
N 2.69365 1.56887 -1.23902
C 1.68152 1.83762 -1.93887
C 0.46528 2.45230 -1.29597
C -0.73622 1.62150 -1.59111
N -0.77175 0.30202 -1.47853
C -2.01887 -0.16672 -1.82581
C -2.75454 0.91120 -2.17175
N -1.93274 2.00865 -2.01801
H 3.42785 1.15978 -1.81509
H 1.61877 1.62282 -3.00805
H 0.29286 3.44797 -1.70441
H 0.59799 2.50039 -0.21707
H -0.00517 -0.28013 -1.15459
H -2.27825 -1.20757 -1.81620
H -3.76872 0.96916 -2.51620
H -2.16746 2.97368 -2.18816
C 0.25108 -1.08403 3.03609
C 1.02816 -2.36149 2.71533
C 0.41498 -2.78115 1.38691
O 0.02817 -1.56155 0.72782
C 0.09553 -0.46974 1.65489
H 0.76049 -0.42358 3.73441
H -0.72692 -1.33216 3.45189
H 2.08784 -2.13341 2.58782
H 0.93514 -3.13088 3.47829
H -0.47827 -3.39388 1.53396
H 1.10795 -3.32534 0.74695
H 0.96325 0.14582 1.38432
H -0.81162 0.12986 1.54018
```

Calculated values
- total charge = +1
- E_HOMO (eV) = -12.68

=====

Here is a structure of composition C11H27N2O11P2ReS2 from the Open Molecules 2025 dataset. Energies are from ωB97M-V/def2-TZVPD.

```
56
Properties=species:S:1:pos:R:3
Re -0.05289 -0.25911 0.03061
O -1.40192 1.83758 0.53424
S -2.19359 0.61246 0.60721
O -3.54314 0.70525 0.98965
O -1.35585 -0.33049 1.52297
O -1.89952 -0.11943 -0.68708
C 4.04500 3.01429 -0.16189
C 3.21947 1.76414 -0.38103
O 3.74117 0.87106 -1.32639
P 1.57014 2.10941 -1.06826
O 1.68603 3.03193 -2.32651
O 0.83730 2.93251 0.01711
O 0.88857 0.81211 -1.47414
P 2.92564 0.91520 1.24448
O 4.18355 -0.10593 1.31555
O 2.84253 1.76235 2.42934
O 1.73775 -0.06934 1.00504
H 4.09983 3.59660 -1.08055
H 5.05125 2.74455 0.16021
H 3.57707 3.60542 0.62158
H 4.51008 0.41246 -0.95769
H 1.79312 2.58208 -3.16704
H -0.10242 2.68871 0.22028
H 4.70846 0.08558 2.09594
C -0.40099 -6.23327 2.15172
C -1.88744 -5.90993 2.05329
C -2.28087 -4.56204 2.66133
C -1.64961 -3.36869 1.94869
N -0.26679 -3.20230 2.34736
C 0.72801 -2.84006 1.58172
S 0.42285 -2.55727 -0.16609
N 1.97619 -2.73632 1.98820
C 2.42499 -2.77396 3.37204
C 2.11852 -1.47286 4.12346
C 2.78286 -1.44245 5.50249
C 2.22516 -2.46776 6.48339
H -0.23986 -7.26858 1.86739
H -0.04500 -6.10875 3.17183
H 0.18844 -5.61354 1.48216
H -2.45001 -6.68499 2.57448
H -2.18933 -5.93225 1.00599
H -2.01289 -4.53944 3.72051
H -3.36454 -4.45628 2.59822
H -2.18209 -2.44419 2.19360
H -1.69436 -3.50641 0.86781
H -0.10048 -3.32123 3.34211
H 2.62626 -2.33957 1.31905
H 3.50412 -2.93554 3.35569
H 1.96987 -3.63133 3.87326
H 1.04013 -1.34592 4.23012
H 2.48030 -0.62995 3.53039
H 2.63541 -0.44670 5.91832
H 3.85673 -1.59818 5.38697
H 1.15297 -2.33551 6.61169
H 2.70084 -2.33529 7.45124
H 2.42417 -3.48350 6.15217
```

Calculated values
- total charge = +1
- E_HOMO (alpha / beta) (eV) = -12.56 / -13.29
- multiplicity = 4

=====

Here is a cluster of 11 separate species, C4H30N2O11 in total from the Open Molecules 2025 dataset. Energies are from ωB97M-V/def2-TZVPD.

```
47
Properties=species:S:1:pos:R:3
C 1.18580 0.39201 -1.89211
N 0.53299 -0.77716 -2.13226
C 1.66213 -2.73914 -0.82787
C 0.35091 -1.82548 -1.10154
C -0.37266 -1.39152 0.29299
N -1.72285 -1.78155 0.03604
O 1.56847 0.65130 -0.77204
H 1.33016 1.20625 -2.61613
H 0.28998 -1.01502 -3.02814
H 1.50145 -3.34686 0.07811
H 2.42909 -2.03349 -0.83052
H 1.92451 -3.49242 -1.64566
H -0.43362 -2.65890 -1.61653
H -0.05964 -1.74205 1.24945
H -0.20573 -0.20754 0.57976
H -2.09316 -1.12414 -0.61495
H -2.34554 -1.83724 0.80734
H -0.45231 0.57337 4.05479
H -0.79816 -0.54006 2.90019
O -1.03662 0.16354 3.51377
H -1.78621 -3.82453 0.91478
H -0.58209 -4.12767 1.89520
O -1.49344 -3.81622 1.77449
H -2.94045 2.12730 -0.55698
H -2.26209 2.42467 -1.84403
O -2.78704 2.93351 -1.13737
H 3.18898 2.16819 -1.36007
H 2.50209 3.37316 -0.75508
O 3.00572 3.16170 -1.55085
H -0.84363 -3.15589 3.36509
H -0.94923 -1.87833 4.31693
O -0.40481 -2.58122 3.87247
H 1.80051 3.49288 -2.58788
H 0.80992 4.29027 -1.75080
O 0.86344 3.74846 -2.68615
H 1.74455 -0.94647 2.75999
H 1.77498 -0.30544 1.38586
O 1.37169 -0.27225 2.17155
H -1.90601 0.32652 1.36257
H -2.99290 1.23201 1.82674
O -2.32980 1.12954 1.14049
H -1.00844 2.02052 -4.23910
H 0.18717 2.46132 -3.60832
O -0.38096 1.72573 -3.61503
H 0.97767 2.24323 1.50762
H 0.34293 2.60613 0.13657
O 0.84229 2.96897 0.82663
```

Calculated values
- total charge = +1
- E_HOMO (alpha / beta) (eV) = -13.32 / -13.32
- multiplicity = 2

=====

Here is an isolated molecule of C14H21NO2 from the Open Molecules 2025 dataset. Energies are from ωB97M-V/def2-TZVPD.

```
38
Properties=species:S:1:pos:R:3
O 0.36442 3.43287 -0.88639
C -0.61757 3.63923 0.09622
C -0.06753 4.19846 1.42938
N 0.20847 3.24808 2.48566
C 1.37891 2.40162 2.33632
C 1.28093 1.29539 1.30941
C 2.21620 1.17407 0.28456
C 2.11309 0.16867 -0.65387
C 1.06269 -0.75207 -0.60792
O 1.09383 -1.68501 -1.59598
C 0.10774 -2.68163 -1.77074
C -0.06272 -3.67479 -0.59566
C -1.57261 -3.79415 -0.35124
C -2.21598 -3.30142 -1.64865
C -1.30393 -2.16543 -2.10150
C 0.12940 -0.63945 0.41830
C 0.24929 0.36914 1.35874
H 0.97347 2.74395 -0.58500
H -1.30606 4.36503 -0.34307
H -1.17546 2.70999 0.29071
H 0.85158 4.75152 1.21856
H -0.79952 4.90268 1.83573
H -0.61472 2.68565 2.67301
H 2.22627 3.05084 2.09926
H 1.56542 1.95315 3.32001
H 3.04410 1.86779 0.22985
H 2.83909 0.07226 -1.44539
H 0.49502 -3.22390 -2.64111
H 0.47404 -3.32580 0.28573
H 0.35821 -4.64104 -0.87148
H -1.88389 -3.15901 0.48004
H -1.86487 -4.81522 -0.11116
H -2.20624 -4.09921 -2.39291
H -3.24562 -2.97694 -1.50589
H -1.51361 -1.25302 -1.54375
H -1.40725 -1.93939 -3.16157
H -0.69267 -1.32822 0.50740
H -0.48191 0.42530 2.15439
```

Calculated values
- SMILES string = OCCNCc1ccc(OC2CCCC2)cc1
- total charge = 0
- E_HOMO (eV) = -8.32

=====

Here is a structure of composition C34H32BaN11PS2 from the Open Molecules 2025 dataset. Energies are from ωB97M-V/def2-TZVPD.

```
81
Properties=species:S:1:pos:R:3
Ba 1.46229 1.08819 -0.23540
C -1.96007 4.08669 4.01875
N -1.40730 3.71935 2.72920
C -1.04493 4.59259 1.74661
C -0.53796 3.83051 0.73094
N -0.57412 2.51381 1.07452
C -1.10644 2.45860 2.28149
P -1.59758 1.02477 3.28265
C -0.05486 0.06139 3.31045
N 1.01018 0.20381 2.54435
C 1.94953 -0.66017 3.03211
C 1.44265 -1.34358 4.09929
N 0.17092 -0.87522 4.28217
C -0.74712 -1.32551 5.30547
C -2.60767 0.07095 2.09598
N -2.44281 -0.00723 0.79559
C -3.46326 -0.77806 0.32791
C -4.25599 -1.18864 1.36458
N -3.71063 -0.64467 2.49300
C -4.20919 -0.81394 3.84147
H -1.87021 5.16259 4.14420
H -1.41237 3.59581 4.82022
H -3.01191 3.81098 4.09014
H -1.15779 5.65810 1.85242
H -0.13769 4.14729 -0.21946
H 2.92921 -0.73562 2.58846
H 1.86972 -2.10254 4.73234
H -0.18756 -1.59625 6.19830
H -1.31524 -2.19537 4.97118
H -1.44019 -0.52489 5.55667
H -3.57104 -0.98667 -0.72493
H -5.14143 -1.80171 1.39100
H -5.28895 -0.94299 3.81544
H -3.96993 0.06912 4.42971
H -3.76717 -1.68616 4.32604
N 4.05455 -2.89370 0.97002
C 3.36020 -1.91013 0.31609
S 4.10542 -0.38028 0.24441
N 2.19835 -2.31857 -0.16663
N 1.40759 -1.40053 -0.74135
C 0.35687 -1.84285 -1.36305
C 0.02314 -3.29240 -1.44482
C -1.20763 -3.74419 -0.97100
C -1.53075 -5.09149 -1.01358
C -0.62858 -6.00596 -1.53698
C 0.59786 -5.56464 -2.01339
C 0.92477 -4.21900 -1.96237
C -0.51846 -0.87189 -2.03311
C -1.41938 -1.28601 -3.02387
C -2.19506 -0.34622 -3.67477
C -2.07003 0.99227 -3.32668
C -1.15506 1.31672 -2.34140
N -0.40197 0.42398 -1.71521
H 5.03565 -2.72083 1.09796
H 3.77067 -3.84413 0.78772
H -1.90628 -3.02714 -0.55434
H -2.48818 -5.43088 -0.63747
H -0.88036 -7.05829 -1.57354
H 1.30614 -6.27591 -2.41964
H 1.88296 -3.87764 -2.32902
H -1.48402 -2.33143 -3.28728
H -2.88874 -0.65087 -4.44794
H -2.65057 1.76260 -3.81426
H -1.01443 2.34945 -2.03182
S 3.02072 5.00780 -3.14993
C 2.79973 5.67311 -1.59354
C 2.44024 4.72827 -0.67860
C 2.31450 3.39055 -1.18334
C 2.60369 3.39709 -2.52116
C 2.65123 2.25491 -3.41836
C 3.08110 2.36727 -4.75250
C 3.16038 1.24492 -5.54637
C 2.80579 0.01300 -5.00960
C 2.37203 -0.01359 -3.69804
N 2.28431 1.06055 -2.91681
H 2.95786 6.73160 -1.43895
H 2.27520 4.99012 0.36225
H 3.35968 3.33745 -5.14004
H 3.50110 1.32073 -6.57146
H 2.86990 -0.89767 -5.58881
H 2.07482 -0.95150 -3.24027
```

Calculated values
- total charge = 0
- E_HOMO (eV) = -6.67

=====

Here is a structure of composition C20H26Br2F2NO4SSi from the Open Molecules 2025 dataset. Energies are from ωB97M-V/def2-TZVPD.

```
57
Properties=species:S:1:pos:R:3
C 4.87571 -2.27823 -0.57490
C 3.40734 -1.86812 -0.74182
Br 2.45482 -3.55340 -1.14076
C 2.89797 -1.10116 0.54254
Br 1.80750 -2.29884 1.65383
C 2.32177 0.35701 0.39066
C 2.25937 1.09872 1.74917
N 1.54786 0.42281 2.85582
C 0.98930 0.67320 -0.40086
C 0.07015 -0.36522 -1.04398
F 0.74643 -1.10583 -1.96464
F -0.37648 -1.22152 -0.06855
C -1.13357 0.25944 -1.70953
C -2.19313 -0.81553 -2.03999
Si -3.66979 -0.84993 -0.87464
C -5.30077 -0.63098 -1.77942
C -3.73080 -2.54138 -0.04196
C -3.52716 0.43925 0.48774
C -2.60888 0.30778 1.53507
C -2.52150 1.25937 2.53533
C -3.35808 2.36612 2.51708
C -4.27127 2.52045 1.48546
C -4.34875 1.56646 0.48303
O 1.33611 1.54104 -1.49398
C 2.65774 1.26800 -1.83379
O 2.99743 1.14883 -2.96533
C 3.35607 1.20952 -0.49500
S 3.33873 3.03597 -0.12850
C 4.87903 0.85995 -0.40325
O 5.25793 0.71586 0.77324
O 5.50120 0.83700 -1.46492
H 5.53121 -1.48833 -0.91998
H 5.07809 -3.16700 -1.16912
H 5.07780 -2.53702 0.46283
H 3.26267 -1.29281 -1.64628
H 3.78158 -0.98014 1.15686
H 1.70310 2.01827 1.59889
H 3.28833 1.33187 2.01786
H 2.15299 -0.25382 3.30037
H 1.34712 1.13343 3.54898
H 0.30158 1.24603 0.22270
H -0.80564 0.73980 -2.62728
H -1.53388 1.02517 -1.04812
H -1.73689 -1.80513 -2.07054
H -2.56266 -0.63739 -3.05257
H -6.10332 -0.75128 -1.05005
H -5.39282 -1.40859 -2.53579
H -5.41573 0.35239 -2.23351
H -4.74084 -2.81935 0.25607
H -3.12788 -2.49598 0.86691
H -3.29678 -3.31300 -0.67618
H -1.94900 -0.54943 1.56054
H -1.80264 1.12960 3.33250
H -3.28937 3.10028 3.30817
H -4.92318 3.38354 1.47247
H -5.07472 1.71731 -0.30604
H 4.56857 3.06494 0.38714
```

Calculated values
- total charge = -1
- E_HOMO (eV) = -5.61

=====

Here is an isolated molecule of C4H9N from the Open Molecules 2025 dataset. Energies are from ωB97M-V/def2-TZVPD.

```
14
Properties=species:S:1:pos:R:3
C -1.01218 -0.71590 -0.22816
C -0.97210 0.76784 -0.09274
C 0.49134 1.13460 -0.24016
N 1.27060 -0.09438 0.10510
C 0.28096 -1.09114 0.56511
H -0.93323 -1.02880 -1.27575
H -1.93098 -1.21693 0.08065
H -1.32899 1.12583 0.88858
H -1.58504 1.45814 -0.68881
H 0.72908 1.31855 -1.28927
H 0.84017 2.04410 0.24919
H 1.65000 -0.46206 -0.75046
H 0.11891 -0.99412 1.63269
H 0.51559 -2.10387 0.25281
```

Calculated values
- SMILES string = C1CCNC1
- total charge = 0
- E_HOMO (eV) = -8.87

=====

Here is a cluster of 9 separate species, C23H68N10O9 in total from the Open Molecules 2025 dataset. Energies are from ωB97M-V/def2-TZVPD.

```
110
Properties=species:S:1:pos:R:3
C -2.95609 2.09118 -0.06741
O -1.79473 1.93598 -0.85152
C -0.93947 0.89233 -0.24608
C 0.31230 0.67851 -1.21279
C 1.31848 -0.40686 -0.80237
N 1.07328 1.86399 -1.36564
H -3.45525 2.91258 -0.58145
H -2.73231 2.47827 0.92666
H -3.56103 1.18615 -0.01221
H -0.61628 1.17871 0.75474
H -1.38726 -0.08331 -0.05709
H -0.01334 0.41379 -2.21876
H 2.20723 -0.43895 -1.43262
H 0.93454 -1.36664 -0.45667
H 1.63000 -0.00904 0.16343
H 0.34249 2.54877 -1.23482
H 1.20546 1.93764 -2.36424
C -3.71445 -5.86785 -0.63058
O -4.25224 -5.08941 -1.73998
C -5.58344 -4.42813 -1.53260
C -5.57669 -3.16016 -2.43741
C -6.79365 -2.23732 -2.43511
N -5.40201 -3.69877 -3.78683
H -2.69406 -6.10818 -0.92919
H -4.35151 -6.71412 -0.37355
H -3.55423 -5.22683 0.23633
H -6.35201 -5.19603 -1.62043
H -5.71726 -4.25071 -0.46549
H -4.70246 -2.58290 -2.13643
H -6.61176 -1.22293 -2.79011
H -7.17144 -2.06774 -1.42683
H -7.57015 -2.66050 -3.07236
H -4.69599 -4.41436 -3.88456
H -5.08567 -2.87655 -4.28077
C -7.29371 -5.55606 5.11456
O -6.42242 -4.66055 5.78578
C -6.98082 -3.42121 6.23639
C -5.78085 -2.55853 6.31694
C -5.36621 -2.11959 4.90787
N -4.71874 -3.21453 7.01709
H -7.71446 -5.05370 4.24353
H -8.13356 -5.87554 5.73158
H -6.85009 -6.41364 4.60875
H -7.77185 -3.12262 5.54848
H -7.33715 -3.39195 7.26609
H -6.08115 -1.64694 6.83360
H -4.59470 -1.35761 5.01863
H -6.27165 -1.69500 4.47429
H -4.89711 -2.87278 4.27483
H -5.12330 -3.40967 7.92172
H -4.60478 -4.08542 6.51842
C 3.19056 1.67933 -7.31187
O 3.67152 2.65824 -6.44852
C 4.84964 3.25066 -6.98634
C 5.30595 4.44655 -6.16192
C 6.35804 5.29107 -6.82924
N 5.87822 3.89634 -4.95772
H 2.51435 1.08787 -6.69461
H 4.01308 1.07554 -7.69526
H 2.63863 2.20998 -8.08768
H 5.61848 2.48296 -7.07350
H 4.70105 3.58911 -8.01175
H 4.43958 5.09385 -6.02581
H 7.22604 4.65281 -6.99444
H 6.57389 6.11005 -6.14309
H 5.91037 5.75427 -7.70851
H 6.01080 4.60699 -4.25237
H 5.08210 3.39392 -4.59179
N 9.37849 -2.29720 2.62795
C 8.49092 -2.72457 1.73906
N 7.43273 -3.25721 2.33889
O 8.58344 -2.53117 0.54809
H 10.23886 -1.86382 2.32457
H 9.02303 -2.17180 3.56498
H 7.53309 -3.24668 3.34384
H 6.80824 -3.81558 1.77468
N -1.00478 7.53824 -2.53055
C -1.43252 8.65130 -2.10898
N -1.22382 9.61783 -2.91508
O -2.04104 8.78374 -1.06334
H -0.92904 7.42476 -3.53130
H -1.34890 6.71157 -2.06333
H -1.42062 10.50869 -2.48181
H -1.17794 9.35680 -3.88968
N 8.50720 -4.06710 -4.85895
C 7.57050 -3.40305 -5.46538
N 7.40554 -2.23101 -4.96034
O 6.75850 -3.74680 -6.33166
H 8.51217 -5.06771 -4.99628
H 8.78837 -3.63536 -3.99025
H 7.37946 -2.23674 -3.95070
H 6.75310 -1.60956 -5.41666
C 2.03391 -4.13808 6.12746
C 1.53898 -2.80509 5.51648
O 0.87988 -2.12342 6.54872
H 2.43212 -4.76331 5.32831
H 1.16390 -4.59045 6.60343
H 2.75620 -3.92117 6.91444
H 0.89263 -3.02730 4.66738
H 2.32339 -2.20746 5.05211
H -0.00129 -2.45885 6.72930
C -1.24660 6.13153 6.26705
C -1.14292 6.58059 4.73460
O -2.44596 7.03465 4.23569
H -1.95695 5.31083 6.16729
H -1.78090 6.86274 6.87365
H -0.31870 5.85606 6.76826
H -0.68809 5.82759 4.09101
H -0.50259 7.45980 4.80567
H -2.30071 7.44898 3.38197
```

Calculated values
- SMILES string = COC[C@H](C)N.COC[C@H](C)N.COC[C@H](C)N.COC[C@H](C)N.NC(N)=O.NC(N)=O.NC(N)=O.CCO.CCO
- total charge = 0
- E_HOMO (eV) = -9.11

=====

no.,E_tot (eV)
1,-16103.9565
2,-79726.3134
3,-30125.4512
4,-20443.2363
5,-83822.3774
6,-195077.8255
7,-5783.4152
8,-58277.3392